A structure of composition C39H55Cl2NO2P2S3Zr. Source: the Open Molecules 2025 dataset; level of theory: ωB97M-V/def2-TZVPD.

```
105
C39H55Cl2NO2P2S3Zr ωB97M-V/def2-TZVPD
Zr -0.11 0.38 -0.04
C 2.25 0.07 -3.50
C 0.97 -0.77 -3.45
C 0.83 -1.68 -4.67
P 0.80 -1.57 -1.80
C 2.25 -2.61 -1.38
C 1.98 -3.30 -0.04
C 2.75 -3.60 -2.43
C -0.72 -2.55 -1.89
C -0.83 -3.75 -2.58
C -2.05 -4.42 -2.70
C -2.15 -5.71 -3.47
C -3.16 -3.84 -2.10
C -3.08 -2.65 -1.40
C -1.86 -2.00 -1.28
N -1.68 -0.83 -0.51
C -2.74 -0.11 0.09
C -3.79 0.44 -0.66
C -4.75 1.22 -0.05
C -4.68 1.52 1.32
C -5.71 2.38 1.98
C -3.62 0.99 2.05
C -2.66 0.17 1.47
P -1.16 -0.43 2.33
C -1.44 -2.15 2.92
C -0.18 -2.67 3.61
C -1.90 -3.08 1.81
C -0.97 0.65 3.80
C -1.75 0.20 5.04
C 0.51 0.87 4.13
H 2.28 0.61 -4.44
H 2.32 0.79 -2.68
H 3.13 -0.56 -3.45
H 0.11 -0.09 -3.44
H 1.67 -2.36 -4.77
H -0.09 -2.26 -4.65
H 0.81 -1.05 -5.56
H 3.04 -1.87 -1.23
H 1.21 -4.07 -0.14
H 2.89 -3.78 0.32
H 1.64 -2.60 0.73
H 2.01 -4.36 -2.67
H 3.05 -3.10 -3.35
H 3.62 -4.12 -2.04
H 0.04 -4.18 -3.06
H -1.22 -6.27 -3.42
H -2.96 -6.33 -3.09
H -2.36 -5.51 -4.52
H -4.12 -4.34 -2.17
H -3.97 -2.25 -0.92
H -3.84 0.23 -1.72
H -5.56 1.62 -0.63
H -6.42 2.77 1.25
H -6.27 1.82 2.73
H -5.24 3.23 2.49
H -3.56 1.24 3.11
H -2.24 -2.06 3.66
H 0.69 -2.61 2.96
H 0.04 -2.14 4.53
H -0.32 -3.72 3.86
H -1.14 -3.22 1.04
H -2.12 -4.06 2.24
H -2.81 -2.73 1.32
H -1.37 1.61 3.46
H -1.32 -0.70 5.48
H -1.72 0.98 5.80
H -2.80 -0.01 4.83
H 1.00 -0.05 4.45
H 1.05 1.27 3.27
H 0.60 1.59 4.94
Cl -3.42 7.11 -0.18
C -2.52 5.67 0.10
C -1.92 5.46 1.35
C -1.20 4.32 1.62
Cl -0.44 4.13 3.16
C -1.07 3.30 0.65
O -0.44 2.19 0.92
C -1.63 3.55 -0.62
C -1.38 2.68 -1.71
O -0.71 1.62 -1.64
C -2.36 4.73 -0.89
H -2.02 6.22 2.12
H -1.77 2.95 -2.69
H -2.79 4.90 -1.87
C 5.18 0.42 0.55
C 3.80 0.01 1.08
S 2.46 1.06 0.48
C 2.76 2.69 1.19
C 3.69 3.58 0.35
S 3.34 3.51 -1.42
C 4.97 3.22 -2.16
C 5.91 2.19 -1.54
S 5.26 0.52 -1.25
H 5.89 -0.32 0.91
H 5.48 1.37 0.98
H 3.79 0.01 2.17
H 3.54 -1.00 0.75
H 3.15 2.56 2.20
H 1.78 3.14 1.29
H 4.73 3.31 0.52
H 3.58 4.60 0.71
H 5.51 4.17 -2.22
H 4.72 2.93 -3.19
H 6.33 2.55 -0.60
H 6.76 2.08 -2.21
```

Output
total charge = +2
F_max = 0.014 hartree/bohr
Kohn-Sham gap = 6.39 eV
multiplicity = 1
E_LUMO = -6.27 eV
ΔE to the lowest compared entry with this formula, charge and spin = 11.8 kJ/mol
E = -124321.4203 eV